#i
{
  "formula": "H3NO3P",
  "method": "ωB97M-V/def2-TZVPD",
  "symbols": ["H", "H", "O", "P", "N", "H", "O", "O"],
  "positions_angstrom": [[-2.02, -0.14, -0.98], [0.99, -1.15, -0.31], [1.55, -0.40, -0.51], [-0.70, 0.25, 0.61], [0.87, 0.68, -0.08], [1.73, 1.25, 1.57], [-0.75, -1.28, 0.46], [-1.66, 0.79, -0.77]],
  "lumo_ev": [4.274, 3.948],
  "mol_weight_g_mol": 96.00,
  "homo_lumo_gap_ev": [7.73, 7.44],
  "charge": -1,
  "e_homo_ev": [-3.454, -3.494]
}

#ii
{
  "formula": "H3NO3P",
  "method": "ωB97M-V/def2-TZVPD",
  "symbols": ["H", "O", "N", "O", "P", "O", "H", "H"],
  "positions_angstrom": [[0.46, -0.42, 1.30], [-1.49, 0.63, -1.30], [0.30, -0.34, 0.26], [0.17, -1.76, -0.10], [-1.23, 0.59, 0.18], [-0.28, 1.96, 0.38], [0.30, 1.85, -0.35], [-0.47, -1.75, -0.88]],
  "lumo_ev": 4.551,
  "mol_weight_g_mol": 96.00,
  "homo_lumo_gap_ev": 7.72,
  "charge": -1,
  "e_homo_ev": -3.168,
  "smiles": "[O-]P(O)NO"
}

Quick one: least stable of them? #i

#i
{
  "formula": "C2H6ClN2P",
  "method": "ωB97M-V/def2-TZVPD",
  "symbols": ["Cl", "P", "H", "H", "H", "C", "H", "H", "N", "H", "C", "N"],
  "positions_angstrom": [[3.94, -0.16, -0.27], [-0.10, -1.55, 0.27], [2.13, 2.33, 0.77], [-2.26, -0.31, -0.02], [-1.32, 0.14, -1.45], [-1.28, -0.16, -0.38], [-0.39, -1.04, 1.46], [1.84, -1.33, -0.62], [1.41, -0.81, 0.09], [-0.74, 0.77, 0.10], [1.60, 1.47, 0.50], [1.97, 0.39, 0.14]],
  "lumo_ev": -0.790,
  "mol_weight_g_mol": 124.51,
  "homo_lumo_gap_ev": 8.31,
  "e_homo_ev": -9.100
}

#ii
{
  "formula": "C2H6ClN2P",
  "method": "ωB97M-V/def2-TZVPD",
  "symbols": ["H", "H", "H", "H", "N", "H", "N", "C", "H", "P", "C", "Cl"],
  "positions_angstrom": [[-0.80, 0.64, -0.35], [0.52, -0.28, 1.55], [-2.07, -1.92, 0.75], [2.02, -0.02, 0.63], [0.99, 1.76, 0.69], [0.74, 0.88, -1.39], [-1.56, -1.24, -1.11], [1.00, 0.31, 0.74], [0.42, 2.28, 1.54], [-1.00, -2.19, -0.06], [0.30, 0.85, -0.38], [-0.56, -1.07, -2.62]],
  "lumo_ev": -0.870,
  "mol_weight_g_mol": 124.51,
  "homo_lumo_gap_ev": 8.49,
  "e_homo_ev": -9.364,
  "smiles": "[H]/P=N/Cl.C1CN1"
}

Quick one: least stable of them? #i

#i
{
  "formula": "CH3N2O4",
  "method": "ωB97M-V/def2-TZVPD",
  "symbols": ["H", "N", "O", "C", "O", "H", "O", "N", "O", "H"],
  "positions_angstrom": [[0.01, 1.52, 0.24], [-0.46, -0.74, -0.13], [1.00, 1.15, 0.34], [0.86, -0.07, -0.30], [-2.54, -0.60, 0.17], [1.25, -1.44, 0.84], [1.82, -0.94, 0.24], [-1.49, 0.00, 0.00], [-1.52, 1.26, 0.00], [1.07, -0.13, -1.40]],
  "lumo_ev": 4.251,
  "mol_weight_g_mol": 107.04,
  "homo_lumo_gap_ev": 9.00,
  "charge": -1,
  "e_homo_ev": -4.748,
  "smiles": "[O-][N+]([O-])=NC(O)O"
}

#ii
{
  "formula": "CH3N2O4",
  "method": "ωB97M-V/def2-TZVPD",
  "symbols": ["H", "C", "O", "N", "N", "H", "O", "O", "H", "O"],
  "positions_angstrom": [[0.99, 0.58, 1.35], [1.37, 0.02, -0.52], [-2.90, 0.54, 0.09], [-1.82, -0.16, 0.21], [-0.97, 0.01, -0.74], [0.86, 0.89, -1.01], [0.14, -0.89, -0.56], [-1.67, -0.92, 1.17], [2.29, -0.39, -0.85], [1.72, 0.33, 0.85]],
  "lumo_ev": 4.001,
  "mol_weight_g_mol": 107.04,
  "homo_lumo_gap_ev": 8.10,
  "charge": -1,
  "e_homo_ev": -4.102,
  "smiles": "[O-][N+]([O-])=NOCO"
}

Quick one: least stable of them? #ii

#i
{
  "formula": "C6H12N2O",
  "method": "ωB97M-V/def2-TZVPD",
  "symbols": ["H", "H", "H", "C", "H", "C", "C", "C", "H", "H", "H", "N", "C", "H", "H", "H", "N", "H", "H", "O", "C"],
  "positions_angstrom": [[2.22, 0.16, 2.01], [0.24, -1.56, -1.42], [-1.51, -1.63, -1.84], [-1.06, -0.56, -0.01], [-0.76, -2.63, -0.58], [2.20, 0.49, -1.26], [-0.77, -1.63, -1.03], [1.22, 0.79, -0.38], [-1.61, 1.17, -1.21], [-0.89, 1.41, 1.60], [0.55, -0.45, 2.64], [-1.37, 1.73, 0.76], [-1.10, 0.85, -0.30], [-1.13, 2.69, 0.55], [2.55, 1.20, -2.00], [2.55, -0.52, -1.41], [0.77, -0.25, 0.61], [1.15, 1.84, -0.07], [-2.30, -1.91, 0.73], [-2.15, -0.96, 0.78], [1.21, -0.21, 1.82]],
  "lumo_ev": [0.762, 0.513],
  "mol_weight_g_mol": 128.17,
  "homo_lumo_gap_ev": [6.94, 5.95],
  "e_homo_ev": [-6.178, -5.439]
}

#ii
{
  "formula": "C6H12N2O",
  "method": "ωB97M-V/def2-TZVPD",
  "symbols": ["H", "C", "H", "H", "H", "H", "H", "C", "H", "H", "O", "C", "C", "N", "H", "H", "N", "C", "H", "H", "C"],
  "positions_angstrom": [[-1.35, 2.23, 1.19], [-1.75, 0.79, -0.55], [-2.71, 0.72, -0.04], [2.67, -0.99, -1.09], [1.07, -1.80, 0.51], [3.88, -1.19, 0.31], [-1.46, -2.12, 0.86], [-0.90, -0.35, -0.20], [-1.74, 0.71, -1.60], [-0.81, 2.82, -0.49], [3.64, 0.62, -0.32], [-0.91, 1.98, 0.11], [-1.28, -1.80, -0.16], [1.36, -0.79, 0.66], [-0.34, -2.29, -0.51], [1.22, 1.68, -0.54], [0.35, -0.06, 0.27], [3.28, -0.56, -0.29], [-2.26, -2.01, -0.73], [0.99, 1.86, 1.20], [0.45, 1.38, 0.29]],
  "lumo_ev": 0.712,
  "mol_weight_g_mol": 128.17,
  "homo_lumo_gap_ev": 8.26,
  "e_homo_ev": -7.550
}

Quick one: least stable of them? #i

#i
{
  "formula": "C6H12N2O",
  "method": "ωB97M-V/def2-TZVPD",
  "symbols": ["C", "H", "H", "H", "O", "C", "H", "N", "H", "H", "N", "H", "C", "H", "H", "C", "H", "H", "H", "C", "C"],
  "positions_angstrom": [[-1.74, -0.94, -0.58], [-1.50, -1.92, -0.98], [2.28, 0.83, -1.70], [1.50, 1.32, 1.84], [1.49, -2.09, 0.20], [-1.64, -0.83, 0.87], [-1.54, -1.78, 1.40], [1.44, 0.18, 0.10], [-2.17, -0.03, -2.43], [1.86, 2.20, 0.34], [-1.68, 0.30, 1.44], [1.53, -0.79, -1.71], [1.44, 0.23, -1.34], [0.50, 0.67, -1.71], [1.42, -0.88, 1.83], [-2.09, 0.07, -1.36], [-1.62, 0.27, 2.46], [0.18, 1.73, 0.73], [-2.34, 1.02, -0.93], [1.44, -1.00, 0.73], [1.23, 1.43, 0.79]],
  "lumo_ev": 0.441,
  "mol_weight_g_mol": 128.17,
  "homo_lumo_gap_ev": 9.65,
  "e_homo_ev": -9.206,
  "smiles": "[H]/N=C/C=C.CN(C)C=O"
}

#ii
{
  "formula": "C6H12N2O",
  "method": "ωB97M-V/def2-TZVPD",
  "symbols": ["H", "H", "C", "N", "C", "C", "C", "H", "H", "H", "O", "H", "N", "H", "C", "C", "H", "H", "H", "H", "H"],
  "positions_angstrom": [[-2.89, 2.25, 1.03], [0.85, -0.82, 2.22], [0.17, 0.12, -0.85], [-1.21, 0.46, -0.53], [1.13, -1.98, 0.20], [-1.57, 0.66, 0.65], [0.58, 1.41, -1.53], [1.56, 1.59, -2.03], [-3.14, 0.72, 1.92], [1.38, 0.98, 1.90], [-0.65, 0.41, 1.72], [-0.28, 1.65, -2.25], [0.99, -0.51, 0.21], [0.33, 2.18, -0.77], [-2.93, 1.17, 0.95], [0.91, -0.04, 1.50], [0.56, -2.53, 0.87], [0.04, -0.68, -1.68], [0.81, -2.12, -0.79], [-3.68, 0.78, 0.31], [2.17, -2.18, 0.30]],
  "lumo_ev": 0.963,
  "mol_weight_g_mol": 128.17,
  "homo_lumo_gap_ev": 9.69,
  "e_homo_ev": -8.728,
  "smiles": "CC1=N[C@@H](C)N(C)CO1"
}

#iii
{
  "formula": "C6H12N2O",
  "method": "ωB97M-V/def2-TZVPD",
  "symbols": ["H", "C", "O", "H", "H", "H", "H", "H", "H", "H", "H", "N", "C", "N", "C", "H", "H", "C", "C", "H", "C"],
  "positions_angstrom": [[1.69, 0.20, 2.22], [1.74, -0.07, 1.17], [0.48, -2.00, -1.30], [-0.35, 0.32, 2.93], [0.55, -2.07, -2.27], [2.73, -0.10, 0.72], [-0.78, 1.43, 1.79], [-2.95, -0.38, 0.68], [0.91, 0.03, -2.92], [-0.90, -1.48, 1.57], [-2.01, -1.13, -0.60], [1.04, 1.64, -1.65], [0.82, 0.29, -1.87], [-0.99, 0.50, 2.16], [0.68, -0.69, -0.95], [-1.95, 0.63, -0.38], [0.86, 1.92, -0.69], [-0.82, -0.49, 1.11], [-1.99, -0.32, 0.14], [0.59, 2.24, -2.33], [0.66, -0.47, 0.48]],
  "lumo_ev": 0.897,
  "mol_weight_g_mol": 128.17,
  "homo_lumo_gap_ev": 8.34,
  "e_homo_ev": -7.448,
  "smiles": "C=C(/C(O)=C\\N)[C@H](C)N"
}

Quick one: least stable of them? #ii

#i
{
  "formula": "C6H12N2O",
  "method": "ωB97M-V/def2-TZVPD",
  "symbols": ["H", "H", "H", "H", "C", "H", "N", "O", "H", "C", "H", "C", "C", "N", "C", "C", "H", "H", "H", "H", "H"],
  "positions_angstrom": [[-2.74, -0.05, -0.61], [-1.33, 0.75, 1.26], [0.20, -1.02, -0.78], [-0.87, 1.85, -0.95], [-1.06, -0.22, 0.84], [0.35, -2.64, 2.53], [1.37, 2.20, 0.24], [-0.64, -1.03, 1.90], [-0.26, 0.92, -2.34], [-0.18, 1.06, -1.25], [2.32, 2.30, 0.57], [-1.93, -0.69, -0.30], [1.25, 1.43, -0.89], [2.30, 1.10, -1.52], [-0.51, -0.24, -0.55], [0.19, -2.12, 1.59], [0.66, 2.13, 0.94], [-2.14, -1.74, -0.38], [-0.27, -2.80, 0.87], [2.13, 0.60, -2.38], [1.16, -1.79, 1.20]],
  "lumo_ev": 0.948,
  "mol_weight_g_mol": 128.17,
  "homo_lumo_gap_ev": 10.08,
  "e_homo_ev": -9.128,
  "smiles": "[H]/N=C(/N)C[C@@H]1C[C@H]1OC"
}

#ii
{
  "formula": "C6H12N2O",
  "method": "ωB97M-V/def2-TZVPD",
  "symbols": ["H", "H", "O", "H", "C", "C", "H", "C", "C", "H", "H", "H", "N", "H", "H", "H", "C", "C", "H", "N", "H"],
  "positions_angstrom": [[0.84, 0.24, -2.53], [1.70, -0.11, 2.13], [0.07, -1.95, -1.28], [-2.14, -1.60, -0.43], [2.21, -0.40, 1.19], [-0.95, -0.34, 0.80], [-0.01, 1.11, 1.86], [1.63, -0.67, 0.04], [-2.23, -0.64, 0.09], [-0.59, -1.09, 1.49], [-2.47, 0.13, -0.64], [1.36, 1.86, -0.16], [0.95, 1.75, -1.07], [-1.12, 1.68, 0.68], [-0.01, -1.80, -2.23], [0.20, 2.39, -1.27], [0.75, 0.40, -1.45], [0.39, -0.74, -0.67], [3.28, -0.44, 1.33], [-0.83, 0.93, 1.30], [-3.04, -0.73, 0.82]],
  "lumo_ev": [0.249, 0.253],
  "mol_weight_g_mol": 128.17,
  "homo_lumo_gap_ev": [6.53, 6.92],
  "e_homo_ev": [-6.279, -6.668]
}

Quick one: least stable of them? #ii

#i
{
  "formula": "C6H12N2O",
  "method": "ωB97M-V/def2-TZVPD",
  "symbols": ["C", "H", "H", "C", "H", "H", "H", "H", "N", "C", "H", "H", "H", "C", "H", "C", "N", "H", "C", "H", "O"],
  "positions_angstrom": [[1.15, 1.16, 1.23], [0.01, -0.29, 2.85], [0.23, 1.79, 1.71], [0.78, -2.08, -0.57], [-2.34, 1.52, -2.85], [-1.20, -0.79, -0.31], [1.57, 1.85, 0.35], [-0.94, 0.20, -2.75], [-1.71, 0.67, -2.26], [-0.43, 0.04, -0.53], [1.58, -2.40, 0.17], [2.08, 1.02, 1.89], [-0.78, -1.61, 1.59], [0.20, -1.01, 1.91], [1.10, -1.79, 1.93], [0.53, -0.12, 0.61], [0.86, -0.67, -0.74], [-1.47, 1.99, -0.29], [-1.08, 1.34, -1.12], [-0.15, 1.96, -1.55], [0.01, -2.79, -1.26]],
  "lumo_ev": 0.785,
  "mol_weight_g_mol": 128.17,
  "homo_lumo_gap_ev": 10.02,
  "e_homo_ev": -9.237,
  "smiles": "CC1(C)[C@@H](CN)N1C=O"
}

#ii
{
  "formula": "C6H12N2O",
  "method": "ωB97M-V/def2-TZVPD",
  "symbols": ["C", "H", "H", "H", "H", "H", "C", "C", "C", "H", "H", "H", "O", "H", "H", "H", "C", "H", "N", "C", "N"],
  "positions_angstrom": [[1.08, -0.42, -0.09], [0.00, 2.39, 1.47], [-0.52, 0.48, -2.06], [-1.32, -1.88, -0.50], [-2.84, 0.96, 1.20], [-1.82, -0.50, -2.35], [-1.00, 0.00, 0.55], [-0.87, -0.89, -0.58], [0.26, 0.54, 0.64], [1.63, -2.28, 0.03], [-1.86, 0.30, 2.50], [2.13, -0.66, -1.93], [1.49, -1.55, 0.65], [-2.77, -0.79, 1.47], [1.58, 1.81, 1.57], [3.14, 0.02, -0.64], [2.13, 0.02, -1.08], [1.92, 1.03, -1.45], [0.69, 1.77, 1.09], [-2.18, 0.13, 1.47], [-0.88, -0.46, -1.95]],
  "lumo_ev": 0.875,
  "mol_weight_g_mol": 128.17,
  "homo_lumo_gap_ev": 8.36,
  "e_homo_ev": -7.485,
  "smiles": "CC(=C/N)/C(N)=C(/C)O"
}

Quick one: least stable of them? #i